132
Properties=species:S:1:pos:R:3:forces:R:3 method="wB97M-V/def2-TZVPD" de_lowest_kj_mol=312.8 e_homo_ha=-0.3488 charge=0 smiles=CC(C)O.CC(C)O.CC(C)O.CC(C)O.CC(C)O.CC(C)O.CC(C)O.CC(C)O.CC(C)O.CC(C)O.CC(C)O
C 2.595 -0.765 4.817 0.11 0.58 0.00
C 1.810 -1.926 4.240 0.66 -0.70 -0.81
C 1.091 -2.825 5.233 1.04 0.01 0.51
O 0.844 -1.440 3.293 0.70 -0.67 0.58
H 1.968 -0.082 5.414 0.12 -0.45 -0.06
H 3.065 -0.131 4.031 -0.40 -0.63 0.46
H 3.397 -1.148 5.458 -0.13 0.09 -0.04
H 2.562 -2.574 3.684 -1.18 0.58 0.65
H 0.535 -2.162 5.925 -0.06 -0.87 -0.24
H 1.814 -3.495 5.756 -0.33 0.84 0.11
H 0.507 -3.553 4.675 -0.65 0.30 0.04
H 0.613 -2.240 2.767 -0.21 0.54 -0.31
C 5.682 -2.976 1.821 0.23 1.58 0.75
C 4.502 -2.039 2.013 -0.65 0.48 1.65
C 4.873 -0.566 2.191 1.68 0.27 0.61
O 3.745 -2.183 0.850 -0.16 -0.74 -1.61
H 5.389 -3.996 1.937 -0.28 -0.73 -0.58
H 6.420 -2.813 2.622 0.01 0.19 -0.48
H 6.056 -2.665 0.831 0.34 -0.77 0.39
H 3.841 -2.308 2.898 1.33 0.06 -1.11
H 5.489 -0.444 3.133 -1.25 -0.03 -0.40
H 3.967 0.093 2.156 1.03 -0.47 0.01
H 5.678 -0.254 1.481 -1.06 -0.13 -0.25
H 2.846 -1.888 0.927 -0.70 0.38 0.37
C 4.645 1.959 -3.103 0.51 1.42 0.08
C 4.453 1.425 -1.712 -0.04 -1.00 0.25
C 4.533 2.511 -0.682 0.32 -1.16 1.96
O 3.124 0.868 -1.665 0.73 1.27 0.72
H 4.498 1.202 -3.836 0.13 -0.77 -0.61
H 5.650 2.393 -3.174 -0.08 -0.13 -0.31
H 3.924 2.761 -3.356 0.22 -0.32 0.39
H 5.265 0.645 -1.484 -1.26 0.66 -0.33
H 4.216 2.121 0.369 0.81 0.45 -1.75
H 3.749 3.208 -0.939 0.33 0.96 -0.06
H 5.609 2.829 -0.661 -1.26 0.52 0.15
H 3.262 -0.049 -1.854 -0.35 -1.53 -0.37
C 3.201 -1.969 -4.321 -1.44 1.01 0.40
C 3.776 -2.654 -3.044 -0.48 2.03 -0.70
C 5.247 -2.901 -3.206 -0.23 -0.84 1.09
O 3.601 -1.722 -1.973 0.15 -0.41 1.21
H 2.096 -1.598 -4.260 1.79 -1.10 0.25
H 3.315 -2.549 -5.240 -0.04 -0.27 0.27
H 3.732 -1.032 -4.500 0.28 -0.04 0.12
H 3.184 -3.502 -2.810 -0.33 -1.25 0.09
H 5.717 -1.933 -3.300 0.36 0.09 -0.38
H 5.370 -3.564 -4.041 0.59 -0.15 -0.61
H 5.658 -3.403 -2.304 -0.19 0.26 -0.48
H 3.909 -2.094 -1.097 -0.42 0.42 -1.12
C -5.629 2.106 0.027 2.85 -0.73 0.96
C -4.595 3.253 -0.115 -1.40 -0.04 -0.52
C -4.396 4.009 1.188 0.55 -1.95 0.15
O -3.393 2.731 -0.682 -0.39 -0.17 0.28
H -5.416 1.493 0.964 -0.10 0.51 -1.27
H -5.595 1.481 -0.873 -0.25 0.08 0.31
H -6.546 2.568 0.182 -1.94 0.57 0.05
H -5.079 3.962 -0.828 0.55 -0.29 0.08
H -4.203 3.292 2.009 0.05 0.40 -0.32
H -5.251 4.568 1.437 -1.27 0.67 0.27
H -3.585 4.686 1.109 0.97 0.69 -0.03
H -2.879 3.481 -0.978 0.38 0.28 -0.13
C 0.027 2.123 4.461 -0.59 -1.89 0.03
C -0.633 1.528 3.201 -0.71 -0.03 0.50
C -1.330 2.657 2.485 0.29 0.32 -0.42
O 0.270 0.876 2.315 -0.55 2.25 -0.97
H 0.573 2.906 4.017 0.84 1.55 0.33
H 0.770 1.395 4.889 -1.04 0.78 -0.07
H -0.801 2.433 5.176 1.40 -0.23 -0.74
H -1.366 0.809 3.506 -0.58 -0.69 0.24
H -1.865 2.385 1.579 -0.10 -0.44 -0.06
H -0.515 3.312 2.149 -0.39 0.39 0.19
H -2.052 3.164 3.146 0.52 -0.02 -0.19
H 0.589 0.113 2.761 0.77 -1.67 0.82
C 0.885 -5.367 1.122 0.09 -0.13 1.16
C 0.528 -4.098 0.431 -1.33 0.31 -2.08
C -0.669 -4.275 -0.558 -0.56 0.83 1.64
O 0.173 -3.061 1.364 0.39 -0.28 -0.92
H 0.984 -6.225 0.449 0.10 0.34 0.02
H 0.094 -5.580 1.836 -0.25 -0.26 0.05
H 1.789 -5.239 1.733 0.05 -0.14 -0.32
H 1.336 -3.849 -0.299 0.09 0.61 1.01
H -0.297 -4.717 -1.430 0.45 -0.73 -1.49
H -1.083 -3.279 -0.818 0.22 -0.61 0.10
H -1.498 -4.887 -0.177 0.27 0.17 0.20
H -0.263 -2.325 0.840 0.24 -0.29 0.62
C 0.143 -0.792 -1.550 1.67 1.60 0.84
C -0.997 -0.163 -0.779 -1.15 -2.09 -0.83
C -2.260 -0.469 -1.570 -1.53 0.02 0.11
O -1.061 -0.789 0.519 1.16 1.67 1.07
H 1.035 -0.478 -1.031 0.70 -0.06 0.46
H 0.368 -0.392 -2.518 -0.56 0.32 -0.85
H 0.207 -1.855 -1.583 -0.63 -0.82 0.01
H -0.895 0.884 -0.562 0.22 0.60 -0.55
H -2.229 -0.097 -2.592 0.23 0.44 0.01
H -3.213 -0.157 -1.127 0.35 0.69 0.21
H -2.499 -1.519 -1.713 0.81 -0.60 0.21
H -0.530 -0.105 1.099 -1.19 -1.65 -0.64
C -5.281 -3.567 2.266 1.00 -0.53 0.65
C -3.860 -3.042 2.035 -0.24 -1.67 -0.85
C -3.516 -1.835 2.900 0.32 0.24 -0.99
O -2.955 -4.179 2.244 -0.29 1.40 0.49
H -5.228 -4.240 3.148 -0.27 0.94 0.08
H -5.678 -4.258 1.524 0.17 0.46 -0.57
H -5.872 -2.672 2.379 -0.83 -0.17 0.26
H -3.733 -2.818 0.969 -0.09 0.51 0.11
H -3.793 -2.009 3.953 -0.13 0.43 -0.46
H -3.933 -0.924 2.380 0.00 -0.82 1.08
H -2.431 -1.662 2.834 -0.13 -0.08 0.17
H -2.160 -3.684 2.465 0.66 -0.67 -0.08
C 0.582 3.842 -0.602 0.52 -1.64 0.06
C 0.136 3.273 -1.980 0.57 -1.08 0.84
C -0.443 4.307 -2.873 1.97 1.43 0.75
O 1.187 2.628 -2.729 -1.54 1.29 -0.75
H -0.216 4.351 -0.068 -0.57 -0.52 0.11
H 1.273 4.667 -0.714 0.78 -0.12 -0.31
H 1.030 2.984 0.039 -0.70 1.58 -0.88
H -0.683 2.546 -1.820 0.41 -0.13 0.23
H -0.679 3.847 -3.810 -0.22 0.22 -0.63
H 0.372 5.110 -2.918 -1.30 -0.77 -0.58
H -1.294 4.707 -2.354 -0.70 0.45 -0.19
H 1.895 2.228 -2.252 0.60 -0.84 1.23
C -6.175 2.653 -4.319 -0.36 -1.84 1.65
C -4.793 3.071 -4.816 -1.05 -1.40 -0.62
C -4.965 4.255 -5.724 -0.64 -0.31 1.41
O -3.948 3.445 -3.757 0.20 1.45 -1.26
H -6.051 1.702 -3.709 -0.20 0.84 -0.57
H -6.864 2.373 -5.124 0.24 0.23 -0.06
H -6.712 3.341 -3.625 0.68 0.03 -0.67
H -4.418 2.161 -5.392 0.08 1.04 0.67
H -5.157 3.944 -6.720 -0.27 0.01 -0.89
H -4.078 4.808 -5.621 1.12 1.05 -0.39
H -5.800 4.803 -5.270 0.18 0.39 -0.61
H -3.929 2.775 -3.115 0.06 -1.54 1.52